[1]
The following is a DFT calculation (ωB97M-V with the def2-TZVPD basis set) of a molecular structure, C38H33Cl2EuF2N3O2Si.

Values from the calculation:
2S+1 = 7
E_LUMO (spin up / spin down) = 1.911 / 2.433 eV
charge = -1
frontier orbital gap (spin up / spin down) = 7.59 / 8.13 eV
molecular weight = 852.65 g/mol
E_tot = -3902.62910 Eh
⟨S²⟩ = 12.011
max |F| = 0.70 eV Å⁻¹

```
82
Properties=species:S:1:pos:R:3:forces:R:3:mulliken_charge:R:1
Eu -1.28433 -0.54637 0.15239 -0.307 0.069 -0.592 0.47
C -4.32564 -0.13119 -4.55409 0.073 -0.014 0.038 -1.63
C -3.51996 0.65313 -3.55351 -0.037 0.042 -0.051 0.76
C -2.23014 1.07404 -3.86302 -0.014 0.030 -0.008 -0.46
C -1.48103 1.79804 -2.95026 -0.058 0.091 -0.028 -0.20
C -2.00726 2.09766 -1.69971 -0.036 0.192 -0.154 -0.60
C -3.29672 1.68657 -1.37944 -0.178 0.179 -0.108 -0.82
C -4.04811 0.98185 -2.31004 0.063 0.067 -0.066 -0.19
H -3.80718 -1.05516 -4.81930 -0.028 -0.014 -0.003 0.26
H -4.47351 0.44328 -5.47087 -0.012 -0.021 -0.009 0.46
H -5.30234 -0.39588 -4.15027 -0.008 -0.008 -0.013 0.34
H -1.81118 0.83135 -4.83340 0.023 -0.022 0.019 0.35
H -0.49136 2.14888 -3.21773 0.014 -0.082 0.031 0.47
H -1.45677 2.72788 -1.01442 0.088 -0.079 0.169 0.57
H -3.73030 1.97144 -0.43073 0.086 -0.079 0.062 0.46
H -5.06616 0.69428 -2.07402 0.010 -0.041 0.026 0.33
F 3.01173 -1.45348 -3.53262 0.077 0.007 0.055 -0.37
C 1.76592 -1.79070 -3.12484 -0.119 -0.085 0.012 0.26
C 0.97302 -0.85922 -2.49239 -0.128 0.348 0.048 -0.48
C -0.35106 -1.13639 -2.12328 0.457 -0.521 -0.063 -0.19
C -0.82052 -2.43355 -2.46708 -0.042 0.325 0.095 -0.11
C 0.05236 -3.38676 -2.98696 0.109 0.189 -0.012 0.58
F -0.33193 -4.67919 -3.15154 -0.076 -0.052 -0.071 -0.38
C 1.35177 -3.09175 -3.33505 0.078 0.004 -0.046 -0.83
C -2.26777 -2.68965 -2.31641 -0.178 -0.071 -0.057 0.78
C -2.95024 -3.64958 -3.07264 -0.113 -0.035 -0.034 -1.13
C -4.31544 -3.79175 -2.92545 0.011 0.066 0.069 -0.46
C -4.98628 -2.98476 -2.01796 0.008 -0.025 -0.012 -0.98
C -4.24469 -2.05658 -1.31539 -0.105 0.035 0.125 -0.46
N -2.93540 -1.88837 -1.47196 0.325 -0.194 0.259 0.81
H 1.41182 0.11437 -2.28801 0.057 -0.041 0.060 0.51
H 2.01329 -3.84061 -3.74580 -0.031 -0.010 -0.015 0.49
H -2.41666 -4.27223 -3.77264 0.044 0.023 0.024 0.50
H -4.85482 -4.53031 -3.50552 0.025 -0.010 -0.013 0.40
H -6.04765 -3.08681 -1.84075 -0.002 0.040 -0.004 0.42
H -4.71781 -1.42477 -0.57293 0.010 -0.005 0.008 0.54
Cl -0.74706 5.34842 1.05594 0.043 0.030 -0.106 -0.22
C 0.68712 4.84372 0.20808 -0.023 -0.025 0.076 0.62
C 1.17393 5.65163 -0.80087 0.013 0.045 0.003 -0.59
C 2.32516 5.28511 -1.47527 0.018 -0.024 -0.015 -0.49
C 2.95830 4.10118 -1.14273 0.093 -0.008 -0.036 -0.75
C 2.44989 3.27816 -0.15123 -0.330 0.068 0.189 1.06
Cl 3.22925 1.76633 0.13315 -0.044 -0.201 -0.029 -0.04
C 1.29270 3.62633 0.57604 0.062 -0.033 -0.001 -1.15
N 0.66704 2.82381 1.52711 -0.123 -0.223 -0.152 0.65
C 1.26124 2.28137 2.69519 0.008 0.165 0.350 0.68
C 2.54231 2.69122 3.06084 -0.057 -0.047 -0.022 -0.39
C 3.12377 2.26702 4.24063 0.086 0.030 0.026 -0.96
C 2.41384 1.44819 5.09945 0.033 -0.050 0.077 -0.68
C 1.12933 1.06169 4.75662 0.105 -0.058 -0.093 -0.94
C 0.52338 1.44111 3.56227 -0.024 0.116 -0.143 0.79
C -0.87647 0.88828 3.32783 -0.030 0.079 -0.494 -0.51
C -1.80491 1.73704 2.43680 0.423 -0.044 0.475 -0.08
O -2.13436 2.85532 2.81065 -0.039 -0.030 -0.100 -0.69
O -2.12670 1.20242 1.31042 -0.054 -0.021 -0.268 -0.31
H 0.65695 6.57069 -1.03938 -0.026 -0.015 0.022 0.44
H 2.72189 5.91173 -2.26232 -0.001 0.004 0.005 0.39
H 3.84996 3.78590 -1.66771 -0.012 -0.027 0.015 0.44
H -0.26272 3.16983 1.73108 -0.132 -0.039 0.011 -0.13
H 3.08065 3.37033 2.41245 -0.012 0.003 0.040 0.52
H 4.12030 2.60224 4.50071 0.008 -0.007 -0.028 0.41
H 2.84987 1.12318 6.03583 -0.010 -0.017 -0.006 0.37
H 0.57574 0.41895 5.43139 -0.043 0.017 -0.017 0.36
H -1.35635 0.78304 4.30047 -0.054 0.039 0.001 0.50
H -0.81923 -0.12126 2.89347 0.221 0.146 0.236 0.14
N -3.24868 -3.00502 1.87728 -0.018 0.039 0.070 -0.75
C -2.54968 -2.18426 1.45217 -0.124 -0.314 0.177 0.26
C 2.72767 -2.74697 4.29140 0.002 -0.013 -0.226 -0.85
Si 3.21332 -2.48324 2.48291 0.291 -0.102 0.264 -0.20
C 4.79936 -1.44617 2.45236 -0.307 -0.002 -0.090 -0.82
C 3.59582 -4.13976 1.65224 -0.164 0.177 0.061 -0.98
C 1.82594 -1.65236 1.63775 0.308 -0.004 -0.004 -0.59
C 0.89172 -1.09656 1.07380 -0.109 -0.004 -0.005 0.59
H 3.46719 -3.32683 4.84888 0.046 0.001 -0.050 0.31
H 1.76969 -3.26748 4.35192 -0.004 -0.002 -0.004 0.31
H 2.60987 -1.77931 4.78469 -0.006 0.017 -0.030 0.17
H 5.60145 -1.93709 3.00882 -0.032 -0.056 0.020 0.30
H 4.62637 -0.46475 2.90086 -0.029 -0.003 -0.002 0.20
H 5.14881 -1.28781 1.42934 -0.028 -0.006 -0.004 0.28
H 4.37410 -4.69611 2.17989 0.014 0.059 0.058 0.29
H 3.93298 -3.98205 0.62543 -0.019 0.035 -0.001 0.30
H 2.70158 -4.76491 1.61098 -0.009 0.010 0.005 0.29
```
Positions in Å, forces in eV/Å.

=====

[2]
The following is a DFT calculation (ωB97M-V with the def2-TZVPD basis set) of 2 unconnected molecules or ions with the total composition C4H12 in a non-equilibrium geometry.

Values from the calculation:
SMILES = CC.CC
E_LUMO = 1.154 eV
frontier orbital gap = 12.48 eV
molecular weight = 60.14 g/mol
E_tot = -159.54059 Eh
max |F| = 7.08 eV Å⁻¹

```
16
Properties=species:S:1:pos:R:3:forces:R:3:mulliken_charge:R:1
C -1.91124 1.08079 -0.36713 1.228 0.397 -6.963 -0.96
C -0.63987 1.91974 -0.47963 -0.731 -0.195 1.430 -0.82
H -1.71268 0.12781 -0.93267 -0.765 0.837 0.214 0.20
H -2.20873 0.78043 0.49451 -1.110 -1.669 6.188 0.41
H -2.82925 1.59332 -0.73539 0.802 -0.337 -0.472 0.31
H -0.94773 2.93200 -0.57240 0.228 1.073 -0.299 0.33
H 0.11637 1.65781 -1.19262 -0.177 -0.290 -0.866 0.28
H -0.13161 1.83259 0.45783 0.507 0.179 0.768 0.26
C 2.02156 -1.26205 0.53019 -0.420 -2.150 0.244 -0.90
C 0.53815 -1.74810 0.29215 -0.493 6.162 0.419 -0.63
H 2.70336 -2.04747 0.18127 -0.054 0.205 -0.486 0.31
H 2.34417 -0.32805 0.08910 -0.398 0.227 0.002 0.30
H 2.24684 -1.30823 1.59391 -0.159 0.584 0.201 0.26
H -0.14978 -1.13449 1.03205 1.255 -1.581 -0.972 0.13
H 0.13241 -1.29068 -0.65427 0.605 -1.113 0.459 0.11
H 0.38501 -2.75731 0.38522 -0.319 -2.330 0.133 0.43
```
Positions in Å, forces in eV/Å.

=====

[3]
The following is a DFT calculation (ωB97M-V with the def2-TZVPD basis set) of a molecular structure, C10H11Cl2MnNO2 in a non-equilibrium geometry.

Values from the calculation:
2S+1 = 5
E_LUMO (spin up / spin down) = 3.151 / 3.145 eV
charge = -1
frontier orbital gap (spin up / spin down) = 5.86 / 7.18 eV
molecular weight = 303.05 g/mol
E_tot = -2664.12800 Eh
⟨S²⟩ = 6.081
max |F| = 6.11 eV Å⁻¹

```
27
Properties=species:S:1:pos:R:3:forces:R:3:mulliken_charge:R:1
C 1.49754 -1.15586 -1.72261 -0.657 -1.769 -0.898 -0.49
C 0.09383 -1.21305 -2.05098 1.014 -1.272 -0.373 -0.40
C -0.58960 -1.86832 -0.97661 0.781 -0.635 0.198 -0.41
C 0.38374 -2.26537 0.00856 0.583 -1.667 -1.666 -0.62
C 1.68376 -1.83683 -0.45142 -1.142 -1.173 -0.621 -0.40
Mn 0.51497 -0.15612 -0.21198 -3.060 0.774 0.493 0.39
C -0.88660 1.38724 -0.77564 -0.181 0.824 -0.910 -0.58
C 0.39578 1.63149 -1.23630 -0.934 1.777 -0.802 0.56
C 1.17009 2.32410 -2.07572 -0.070 -0.642 0.609 -0.86
N 1.80711 0.71229 0.29354 4.833 3.488 1.355 -0.53
H -1.65691 -2.07635 -0.92130 0.323 0.276 0.059 0.38
H -0.36452 -0.83534 -2.96397 0.152 0.100 0.412 0.43
H 0.18485 -2.82619 0.91907 0.005 0.447 -0.226 0.41
H 2.62763 -2.04540 0.04204 -0.272 0.364 -0.062 0.45
H 2.28500 -0.72478 -2.33604 -0.312 0.007 0.299 0.45
H -1.66057 0.95405 -1.43553 0.675 0.130 0.344 0.20
H 2.51323 1.17998 0.86827 -0.811 -0.219 -0.213 0.07
H -1.26408 1.97598 0.07491 0.426 -0.498 -0.277 0.36
H 0.73844 3.08804 -2.73172 0.082 -0.228 0.350 0.26
H 2.24336 2.13993 -2.12181 -0.278 0.001 -0.059 0.26
Cl -2.80896 -1.48882 2.67042 -0.032 -0.006 0.335 -0.20
C -2.15229 0.08552 3.17830 0.055 0.484 -0.987 0.09
Cl -1.53400 0.11203 4.82841 -0.081 -0.272 0.375 -0.20
C -1.00922 0.58327 2.22547 0.862 -0.135 -0.615 0.19
O -0.82759 1.80290 2.27998 -0.233 -0.642 0.038 -0.64
O -0.41770 -0.30186 1.50968 -2.019 0.849 2.688 -0.45
H -2.96727 0.81746 3.11301 0.289 -0.362 0.153 0.27
```
Positions in Å, forces in eV/Å.